1.
Below is C23H29N3O4S in the gas phase in a non-equilibrium geometry, with properties calculated with the ωB97M-V functional and the def2-TZVPD basis.

Properties
E_tot in eV: -47818.4168
Structure (SMILES): Cc1ccccc1C(=O)NCC(=O)Nc1ccc(C)c(S(=O)(=O)N2CCCCCC2)c1
LUMO in eV: 0.483
HOMO level in eV: -8.877
Energy above the lowest of the compared OMol25 structures with the same formula, charge and spin in kJ/mol: 77.5
Frontier orbital gap in eV: 9.361

```
! RIJCOSX wB97M-V def2-TZVPD def2/J DEFGRID3
* xyz 0 1
C 6.834 3.482 1.290
C 6.113 4.768 1.036
C 6.797 5.876 0.554
C 6.145 7.069 0.297
C 4.783 7.174 0.518
C 4.082 6.078 0.987
C 4.734 4.877 1.248
C 3.943 3.733 1.789
O 4.269 3.059 2.747
N 2.763 3.536 1.143
C 1.933 2.400 1.442
C 1.467 1.747 0.143
O 1.668 2.261 -0.935
N 0.801 0.581 0.352
C 0.218 -0.273 -0.590
C 0.291 -0.061 -1.964
C -0.307 -0.955 -2.833
C -0.995 -2.077 -2.380
C -1.644 -3.029 -3.328
C -1.060 -2.267 -1.005
S -1.911 -3.679 -0.292
O -1.436 -4.897 -0.885
O -1.791 -3.566 1.138
N -3.464 -3.439 -0.833
C -4.137 -2.244 -0.382
C -4.480 -2.227 1.110
C -5.543 -3.247 1.511
C -5.191 -4.680 1.105
C -5.431 -4.941 -0.383
C -4.235 -4.577 -1.273
C -0.467 -1.391 -0.121
H 7.910 3.622 1.219
H 6.585 3.099 2.276
H 6.533 2.731 0.559
H 7.861 5.802 0.380
H 6.701 7.918 -0.072
H 4.268 8.103 0.325
H 3.022 6.159 1.178
H 2.607 3.953 0.235
H 1.050 2.707 2.020
H 2.521 1.705 2.053
H 0.706 0.270 1.310
H 0.817 0.799 -2.344
H -0.235 -0.778 -3.896
H -2.714 -2.828 -3.382
H -1.222 -2.926 -4.325
H -1.514 -4.049 -2.977
H -5.042 -2.123 -0.984
H -3.468 -1.403 -0.600
H -3.566 -2.430 1.668
H -4.827 -1.224 1.370
H -6.504 -2.974 1.067
H -5.659 -3.204 2.596
H -5.814 -5.365 1.684
H -4.147 -4.882 1.353
H -6.311 -4.377 -0.703
H -5.649 -5.998 -0.544
H -4.588 -4.391 -2.297
H -3.525 -5.404 -1.306
H -0.548 -1.604 0.934
*
```

2.
Below is C23H29N5O3 in the gas phase in a non-equilibrium geometry, with properties calculated with the ωB97M-V functional and the def2-TZVPD basis.

Properties
E_tot in eV: -37895.7609
Structure (SMILES): CCOC(=O)N1CCC(Nc2cc(C)nc3c(-c4ccccc4OC)c(C)nn23)CC1
LUMO in eV: 0.603
HOMO level in eV: -8.077
Energy above the lowest of the compared OMol25 structures with the same formula, charge and spin in kJ/mol: 2071.7
Frontier orbital gap in eV: 8.680

```
! RIJCOSX wB97M-V def2-TZVPD def2/J DEFGRID3
* xyz 0 1
C 4.769 7.340 -2.363
C 4.422 6.408 -1.141
O 3.393 5.659 -1.317
C 4.024 4.482 -2.073
O 5.277 4.281 -2.384
N 2.850 3.653 -2.433
C 1.542 3.872 -1.955
C 0.909 2.407 -1.947
C 1.736 1.526 -1.016
N 1.189 0.106 -0.893
C 0.311 0.070 0.259
C 0.477 0.744 1.452
C -0.468 0.336 2.654
C -0.484 1.221 3.746
N -1.125 -0.763 2.497
C -1.271 -1.584 1.256
C -1.679 -2.748 0.917
C -2.754 -3.536 1.626
C -2.239 -3.696 3.133
C -3.165 -4.505 3.980
C -4.422 -4.998 3.297
C -4.814 -4.626 2.079
C -3.920 -4.017 1.246
O -4.230 -3.553 0.088
C -5.428 -4.021 -0.498
C -1.339 -2.860 -0.376
C -1.407 -4.188 -1.247
N -0.243 -2.051 -0.839
N -0.311 -1.210 0.164
C 2.863 1.137 -2.272
C 3.301 2.385 -3.183
H 3.885 7.910 -2.714
H 5.123 6.779 -3.305
H 5.587 7.936 -2.021
H 4.015 6.940 -0.380
H 5.402 6.005 -0.889
H 1.006 4.439 -2.529
H 1.608 4.371 -0.892
H -0.012 2.669 -1.226
H 0.629 1.910 -2.743
H 2.286 1.694 -0.123
H 0.904 -0.530 -1.391
H 0.889 1.618 1.646
H -0.855 2.232 3.623
H 0.420 1.318 4.090
H -1.363 0.601 4.531
H -1.186 -3.349 3.424
H -2.849 -4.753 5.078
H -4.880 -5.592 3.895
H -5.640 -5.147 1.679
H -5.506 -5.288 -0.767
H -5.652 -3.585 -1.594
H -6.092 -3.849 0.064
H -1.855 -4.943 -0.826
H -0.847 -4.290 -1.949
H -2.531 -3.909 -1.564
H 3.687 0.796 -1.653
H 2.747 0.192 -2.665
H 2.459 2.285 -4.003
H 4.156 2.370 -3.493
*
```

3.
Below is a molecular structure, C23H29N8O2PTi in a non-equilibrium geometry, with properties calculated with the ωB97M-V functional and the def2-TZVPD basis.

Properties
E_tot in eV: -72743.2752
LUMO (alpha / beta) in eV: 0.200 / 0.200
HOMO level (alpha / beta) in eV: -4.531 / -4.553
Energy above the lowest of the compared OMol25 structures with the same formula, charge and spin in kJ/mol: 97.3
Frontier orbital gap (alpha / beta) in eV: 4.732 / 4.753

```
! RIJCOSX wB97M-V def2-TZVPD def2/J DEFGRID3
* xyz 0 1
Ti -0.120 -1.392 -0.590
N -1.450 -1.862 -2.349
N -2.602 -2.539 -1.869
C -2.927 -2.304 -0.492
O -4.068 -2.564 -0.153
O -1.955 -1.868 0.226
H -1.649 -0.916 -2.669
H -1.031 -2.389 -3.104
H -3.411 -2.473 -2.470
C 4.668 -0.780 -1.240
N 4.247 -2.171 -1.229
C 4.708 -2.884 -2.423
C 2.875 -2.360 -0.937
N 1.924 -1.495 -1.127
N 2.630 -3.612 -0.406
C 1.434 -4.141 0.000
N 1.559 -5.430 0.529
N 0.331 -3.454 -0.030
H 5.756 -0.749 -1.282
H 4.343 -0.290 -0.324
H 4.284 -0.217 -2.103
H 5.797 -2.857 -2.448
H 4.320 -2.432 -3.346
H 4.388 -3.924 -2.388
H 2.236 -0.625 -1.537
H 3.458 -4.093 -0.094
H 2.054 -6.086 -0.058
H 0.678 -5.811 0.838
H -0.485 -3.978 0.263
N -0.142 0.553 -0.983
P -0.766 1.473 0.092
C -2.565 1.759 -0.033
C -3.463 0.835 0.503
C -4.821 0.958 0.248
C -5.291 2.008 -0.530
C -4.404 2.931 -1.065
C -3.042 2.799 -0.826
C -0.535 0.863 1.808
C -1.222 1.348 2.917
C -1.003 0.790 4.167
C -0.103 -0.258 4.320
C 0.585 -0.744 3.222
C 0.371 -0.183 1.970
C -0.052 3.151 0.122
C -0.581 4.218 0.844
C 0.069 5.443 0.850
C 1.247 5.615 0.135
C 1.773 4.559 -0.598
C 1.123 3.333 -0.603
H -3.101 -0.003 1.085
H -5.504 0.217 0.641
H -6.351 2.102 -0.728
H -4.769 3.749 -1.674
H -2.340 3.508 -1.251
H -1.946 2.142 2.792
H -1.550 1.168 5.022
H 0.057 -0.698 5.296
H 1.288 -1.560 3.335
H 0.979 -0.506 1.125
H -1.511 4.096 1.388
H -0.348 6.270 1.411
H 1.747 6.575 0.146
H 2.685 4.698 -1.164
H 1.495 2.488 -1.172
*
```

4.
Below is a molecular structure, C23H29N9S2SeSr in a non-equilibrium geometry, with properties calculated with the ωB97M-V functional and the def2-TZVPD basis.

Properties
E_tot in eV: -125586.9879
LUMO in eV: -1.439
HOMO level in eV: -7.290
Energy above the lowest of the compared OMol25 structures with the same formula, charge and spin in kJ/mol: 67.3
Frontier orbital gap in eV: 5.851

```
! RIJCOSX wB97M-V def2-TZVPD def2/J DEFGRID3
* xyz 0 1
Sr 0.296 -0.354 0.075
C 0.757 0.809 -3.918
C -0.293 -0.296 -3.924
N -0.700 -0.723 -2.580
C -2.137 -0.731 -2.326
C -2.597 0.665 -1.923
N -2.009 1.029 -0.630
C -2.212 2.426 -0.229
C -1.114 3.344 -0.780
C 0.062 3.548 0.172
N 0.915 2.363 0.344
C 2.307 2.488 -0.083
C 2.467 2.152 -1.555
N 2.078 0.764 -1.814
C 2.068 0.402 -3.237
H 0.351 1.679 -3.394
H 0.951 1.109 -4.950
H 0.112 -1.158 -4.464
H -1.169 0.045 -4.485
H -0.336 -1.666 -2.466
H -2.351 -1.419 -1.503
H -2.708 -1.064 -3.203
H -3.692 0.723 -1.891
H -2.251 1.382 -2.673
H -2.467 0.447 0.069
H -2.204 2.457 0.862
H -3.196 2.781 -0.558
H -1.537 4.323 -1.018
H -0.740 2.912 -1.714
H -0.330 3.843 1.149
H 0.674 4.383 -0.188
H 0.906 2.111 1.324
H 2.903 1.790 0.513
H 2.701 3.496 0.100
H 3.498 2.347 -1.877
H 1.815 2.804 -2.143
H 2.776 0.178 -1.359
H 2.191 -0.682 -3.304
H 2.920 0.861 -3.756
S -0.905 -0.215 2.660
C 0.328 -0.797 3.790
C -0.089 -0.994 5.109
C 0.756 -1.501 6.085
C 0.255 -1.706 7.411
N -0.150 -1.876 8.473
C 2.076 -1.829 5.750
C 2.508 -1.643 4.445
C 1.669 -1.138 3.452
S 2.354 -1.039 1.824
C 2.976 -2.369 6.724
N 3.712 -2.809 7.489
H -1.108 -0.747 5.372
H 3.525 -1.900 4.184
Se 0.122 -3.079 1.522
N 1.172 -4.444 1.268
C 1.439 -4.485 -0.038
C 2.359 -5.366 -0.655
C 2.540 -5.254 -2.001
C 1.815 -4.275 -2.730
N 0.944 -3.447 -2.211
C 0.745 -3.547 -0.871
N -0.153 -2.772 -0.242
H 2.898 -6.085 -0.052
H 3.232 -5.892 -2.531
H 1.985 -4.187 -3.798
*
```

energy above the lowest of the compared OMol25 structures with the same formula, charge and spin of number 1 (C23H29N3O4S)? 77.5 kJ/mol